[1]
Below is a 5-piece molecular cluster, H10O5 overall at a distorted geometry, with properties calculated with ωB97M-V/def2-TZVPD.

<S²>   0.75
E_HOMO (spin up / spin down)   0.347 / -7.493 eV
Max |F|   0.02764 Eh/bohr
Electronic energy   -10399.342 eV
2S+1   2
Kohn-Sham gap (spin up / spin down)   3.1 / 10.9 eV
Lowest unoccupied orbital energy (spin up / spin down)   3.448 / 3.400 eV
ΔE to the lowest compared entry with this formula, charge and spin   8.4 kcal/mol
Net charge   -1

Bonds (Å) are listed after each position.
Positions of all 15 atoms, in Å:
1 O 0.657 2.015 -2.784  H6 0.957, H8 0.957
2 O -0.107 0.188 -0.396  H11 0.957, H13 0.957
3 O -2.319 -2.855 0.295  H9 0.957, H15 0.957
4 O -0.797 -1.487 2.090  H10 0.957, H14 0.957
5 O 2.260 3.061 -0.341  H7 0.957, H12 0.957
6 H 0.573 1.289 -2.166  O1 0.957
7 H 1.540 2.552 0.031  O5 0.957
8 H 1.548 1.936 -3.126  O1 0.957
9 H -3.178 -3.073 0.655  O3 0.957
10 H -0.914 -1.299 3.021  O4 0.957
11 H 0.580 -0.418 -0.117  O2 0.957
12 H 3.013 2.471 -0.308  O5 0.957
13 H -0.858 -0.030 0.155  O2 0.957
14 H -0.060 -2.096 2.058  O4 0.957
15 H -1.937 -2.253 0.934  O3 0.957

[2]
Below is a 2-piece molecular cluster, C8H8O2S2 overall at a distorted geometry, with properties calculated with ωB97M-V/def2-TZVPD.

E_HOMO (spin up / spin down)   -7.922 / -8.032 eV
Max |F|   0.08368 Eh/bohr
Electronic energy   -34183.251 eV
2S+1   1
Kohn-Sham gap (spin up / spin down)   6.5 / 6.2 eV
Lowest unoccupied orbital energy (spin up / spin down)   -1.422 / -1.790 eV
ΔE to the lowest compared entry with this formula, charge and spin   174.7 kcal/mol
Net charge   0

Bonds (Å) are listed after each position.
Positions of all 20 atoms, in Å:
1 S -2.450 -2.369 -0.989  O3 1.440, C9 1.789
2 S 3.803 -0.436 0.530  C8 1.751, C11 2.105
3 O -2.872 -3.333 -1.971  S1 1.440
4 O 0.012 2.427 3.125  C10 1.171
5 C 0.084 -2.870 -2.057  C9 1.483, H13 1.156, H17 1.151, H20 1.188
6 C 0.251 3.617 1.021  C10 1.470, H14 1.144, H15 1.083, H19 1.101
7 C 0.650 -0.309 0.264  C11 1.299, C12 1.248
8 C 2.810 0.948 0.940  S2 1.751, C11 1.311, H18 1.068
9 C -0.695 -2.043 -1.103  S1 1.789, C5 1.483, C12 1.354
10 C 0.347 2.532 2.008  O4 1.171, C6 1.470, H16 1.081
11 C 1.809 0.238 0.476  S2 2.105, C7 1.299, C8 1.311
12 C -0.109 -1.120 -0.305  C7 1.248, C9 1.354
13 H 0.585 -3.750 -1.501  C5 1.156
14 H -0.709 3.200 0.559  C6 1.144
15 H -0.084 4.505 1.541  C6 1.083
16 H 0.545 1.622 1.459  C10 1.081
17 H 0.886 -2.524 -2.806  C5 1.151
18 H 2.964 1.952 1.268  C8 1.068
19 H 0.996 3.578 0.212  C6 1.101
20 H -0.678 -3.486 -2.730  C5 1.188